[1]
This record from the Open Molecules 2025 dataset describes a 3-piece molecular cluster, C32H29N3O4PS overall in a non-equilibrium geometry. The level of theory is ωB97M-V/def2-TZVPD.

Its strongest force on any atom is 2.15 eV Å⁻¹. The spin multiplicity is 1. The charge is +1. The calculation puts the gap between HOMO and LUMO at 8.269 eV. The HOMO energy is -0.42298 Ha. Its energy is -66433.023 eV.

Last column: natural (NBO) charge in e.
CARTESIAN COORDINATES (ANGSTROEM)
N 4.8089 1.0392 2.1786  -0.8142
C 3.5731 0.2667 2.2061  0.0864
C 3.4670 -0.3618 3.6099  -0.2561
N 2.4465 -1.4122 3.7288  -0.6139
C 2.5277 -2.4654 2.6896  -0.2457
C 3.5003 -2.1574 1.5087  -0.3692
P 5.2180 -2.8029 1.8958  0.7829
S 6.3932 -2.8224 0.3468  -0.5122
N 3.4947 -0.7387 1.0817  -0.5312
H 4.6609 1.9095 1.6819  0.4042
H 5.5475 0.5259 1.7096  0.3673
H 2.7628 0.9839 2.0411  0.2302
H 3.1549 0.4594 4.2661  0.2504
H 4.4689 -0.6512 3.9688  0.1917
H 2.5814 -1.8895 4.6062  0.3833
H 1.5340 -2.6760 2.2735  0.2193
H 2.8923 -3.3933 3.1578  0.2140
H 3.1632 -2.7453 0.6438  0.2753
H 4.9979 -4.1443 2.3341  0.0180
H 5.7509 -2.1191 3.0311  0.0053
H 2.6116 -0.5709 0.5931  0.4506
H 4.2207 -0.5751 0.3729  0.4602
C 3.6920 5.5221 -4.8117  -0.1780
C 4.5311 5.6035 -3.7042  -0.1845
C 4.1459 5.0419 -2.4966  -0.1815
C 2.9123 4.4059 -2.3887  -0.0691
C 2.0603 4.3440 -3.4949  -0.1482
C 2.4594 4.8946 -4.7087  -0.1475
C 0.7227 3.7091 -3.3871  0.5418
O -0.0164 3.6472 -4.3472  -0.5036
C 0.3031 3.1549 -2.0746  -0.1304
C -0.9676 2.6019 -1.9336  -0.1458
C -1.3620 2.0693 -0.7141  -0.1779
C -0.4862 2.0805 0.3680  -0.2041
C 0.7762 2.6378 0.2313  -0.2024
C 1.1720 3.1809 -0.9855  -0.0752
C 2.5177 3.7938 -1.0988  0.5220
O 3.2816 3.7886 -0.1454  -0.5716
H 3.9985 5.9535 -5.7555  0.2277
H 5.4870 6.1042 -3.7844  0.2263
H 4.8014 5.1024 -1.6385  0.2376
H 1.8071 4.8368 -5.5693  0.2450
H -1.6482 2.5897 -2.7739  0.2468
H -2.3504 1.6421 -0.6055  0.2405
H -0.7925 1.6594 1.3178  0.2208
H 1.4566 2.6555 1.0733  0.2131
C -7.1038 -0.0048 -1.5171  -0.1856
C -8.1083 -0.9048 -1.1742  -0.1822
C -7.7957 -2.0700 -0.4906  -0.1490
C -6.4736 -2.3457 -0.1566  -0.1771
C -5.4625 -1.4538 -0.5205  -0.0808
C -5.7840 -0.2776 -1.1924  -0.1907
C -4.0431 -1.7542 -0.2137  0.6117
O -3.1597 -0.9746 -0.5252  -0.5802
C -3.7182 -3.0288 0.4746  -0.0728
C -2.3876 -3.3557 0.7202  -0.1998
C -2.0735 -4.5380 1.3733  -0.1988
C -3.0864 -5.3954 1.7926  -0.1892
C -4.4126 -5.0770 1.5459  -0.1509
C -4.7317 -3.8981 0.8783  -0.1591
C -6.1545 -3.5868 0.5900  0.6097
O -7.0363 -4.3370 0.9542  -0.5234
H -7.3512 0.9080 -2.0432  0.2239
H -9.1364 -0.6957 -1.4391  0.2260
H -8.5783 -2.7658 -0.2204  0.2432
H -5.0046 0.4206 -1.4649  0.2309
H -1.5992 -2.6891 0.3970  0.2226
H -1.0375 -4.7938 1.5582  0.2053
H -2.8402 -6.3147 2.3080  0.2232
H -5.1990 -5.7460 1.8676  0.2450

Atomic forces in eV per Å
N -0.700 -0.457 -0.637
C 0.887 1.477 1.278
C -0.396 -0.125 0.112
N 0.492 -0.211 -0.990
C 0.153 0.332 -0.060
C -0.191 -1.168 1.113
P 1.175 -0.599 -1.038
S -0.389 0.577 0.255
N -0.748 -0.257 -0.268
H 0.150 0.120 -0.091
H 0.334 0.120 0.274
H -0.089 -0.436 0.039
H 0.189 -0.083 -0.201
H -0.142 -0.002 -0.336
H -0.243 0.262 0.338
H 0.129 0.122 0.146
H -0.214 0.058 -0.362
H 0.374 0.038 0.173
H -0.439 0.714 0.249
H -0.621 -0.223 -0.211
H -0.040 -0.006 -0.058
H 0.234 -0.045 0.144
C -0.032 -0.048 0.111
C -0.090 -0.064 0.014
C 0.093 0.068 -0.126
C 0.010 0.077 -0.083
C 0.169 0.070 0.030
C 0.122 0.075 -0.037
C -0.298 0.037 -0.547
O 0.057 -0.022 0.122
C -0.120 -0.094 0.217
C -0.054 -0.077 0.186
C 0.032 0.051 -0.081
C 0.085 0.001 -0.065
C -0.199 -0.262 0.127
C -0.042 -0.043 -0.022
C 0.411 0.097 0.323
O -0.029 -0.210 -0.069
H -0.007 -0.002 0.011
H -0.011 -0.009 -0.001
H -0.091 -0.063 0.058
H -0.095 -0.051 0.090
H 0.113 0.052 -0.077
H 0.041 -0.059 -0.009
H -0.035 0.029 -0.015
H 0.034 0.188 -0.041
C 0.046 -0.075 0.045
C 0.118 -0.034 0.044
C -0.090 0.127 -0.079
C 0.007 0.177 -0.120
C -0.128 0.014 -0.020
C -0.158 0.046 -0.049
C 0.282 0.399 -0.182
O -0.001 -0.053 0.089
C 0.039 -0.158 0.066
C 0.109 -0.192 0.124
C -0.122 0.108 -0.039
C -0.032 0.074 -0.040
C 0.159 -0.079 0.043
C 0.265 -0.032 0.040
C -0.525 -0.329 0.138
O 0.114 0.049 -0.020
H 0.002 -0.012 0.004
H 0.010 0.001 0.010
H 0.104 -0.068 0.072
H 0.078 -0.095 0.030
H -0.126 0.101 -0.060
H -0.017 -0.022 -0.002
H -0.010 0.007 -0.010
H -0.092 0.094 -0.071

=====

[2]
This record from the Open Molecules 2025 dataset describes an isolated ion of composition C4H6N3 and charge +1 in a non-equilibrium geometry. The level of theory is ωB97M-V/def2-TZVPD.

Its strongest force on any atom is 8.04 eV Å⁻¹. The spin multiplicity is 3. The charge is +1. The relative energy (zero: lowest compared OMol25 entry of this formula, charge and spin) comes out at 50.4 kcal/mol. The calculation puts the gap between HOMO and LUMO (alpha / beta) at 7.706 / 5.948 eV. The HOMO energy (alpha / beta) is -0.42019 / -0.52948 Ha. Its energy is -8701.478 eV.

Last column: natural (NBO) charge in e.
CARTESIAN COORDINATES (ANGSTROEM)
C 0.1071 -0.8898 1.6115  0.2844
C -0.0848 0.6576 -0.2508  0.3322
C 0.6293 1.6942 -0.6352  -0.2539
C -1.1739 -0.7776 -2.0185  0.3027
N 0.9030 -1.7615 1.2806  -0.5781
N -0.4893 0.2622 1.0063  -0.5279
N -0.7199 -0.0342 -1.2631  -0.3245
H -0.3996 -0.7941 2.6784  0.1860
H 0.5668 1.9873 -1.7147  0.2259
H 1.2769 2.2316 -0.0771  0.2215
H -1.3748 -1.6096 -2.7448  0.2997
H 1.5077 -1.8673 0.4046  0.4013
H -0.7486 0.9012 1.7229  0.4306

Atomic forces in eV per Å
C -2.443 0.167 3.157
C -5.651 -5.695 0.564
C 1.775 4.850 -4.854
C -1.572 -2.495 -3.132
N 1.929 -0.642 -1.402
N 1.620 -0.241 -2.142
N 2.229 1.327 3.468
H 1.400 -1.177 -1.712
H 0.170 -0.281 1.224
H 1.818 1.395 1.999
H 0.392 1.061 1.172
H -1.736 0.528 1.414
H 0.068 1.203 0.244

=====

[3]
This record from the Open Molecules 2025 dataset describes a 2-piece molecular cluster, C6H11NO2 overall. The level of theory is ωB97M-V/def2-TZVPD.

Its strongest force on any atom is 0.99 eV Å⁻¹. The spin multiplicity is 1. Its structure (SMILES) is CC(O)(O)C#N.C=CC. The relative energy (zero: lowest compared OMol25 entry of this formula, charge and spin) comes out at 45.4 kcal/mol. The calculation puts the gap between HOMO and LUMO at 10.661 eV. The HOMO energy is -0.36513 Ha. Its energy is -11984.301 eV.

Last column: natural (NBO) charge in e.
CARTESIAN COORDINATES (ANGSTROEM)
C 2.7009 1.3447 0.1472  -0.6207
C 1.4644 0.4367 0.1583  0.4172
O 1.7562 -0.8680 -0.2769  -0.7021
O 0.9453 0.4345 1.4565  -0.7089
C 0.5013 0.9973 -0.7986  0.2563
N -0.2220 1.4995 -1.5286  -0.3211
H 3.4034 0.9936 0.8981  0.2205
H 2.4124 2.3638 0.3889  0.2326
H 3.1670 1.3177 -0.8327  0.2273
H 2.4232 -1.2437 0.3105  0.4814
H 0.1019 -0.0514 1.4639  0.5012
C -1.4851 -1.2933 0.9918  -0.4987
C -1.6650 -1.1292 -0.3093  -0.1128
C -2.7033 -0.2535 -0.9173  -0.6645
H -0.7613 -1.9913 1.3818  0.2079
H -2.1073 -0.7915 1.7167  0.1997
H -1.0386 -1.6639 -1.0115  0.2054
H -2.2314 0.4930 -1.5625  0.2519
H -3.2875 0.2554 -0.1502  0.2076
H -3.3744 -0.8505 -1.5258  0.2199

Atomic forces in eV per Å
C -0.257 -0.196 0.143
C 0.749 -0.033 0.644
O -0.106 -0.063 -0.258
O 0.183 0.235 0.029
C -0.298 -0.093 -0.244
N -0.003 0.290 -0.253
H 0.061 -0.080 0.095
H -0.007 0.050 0.017
H -0.002 -0.008 -0.080
H -0.015 0.140 0.057
H 0.138 0.055 -0.230
C -0.103 -0.293 0.156
C -0.182 0.080 -0.149
C 0.057 0.212 0.084
H 0.189 -0.118 0.008
H -0.186 0.137 0.100
H 0.163 -0.114 0.008
H -0.199 -0.128 0.063
H -0.013 0.025 -0.025
H -0.171 -0.098 -0.164